Record 1
{
  "formula": "C23H22Co2NO7",
  "method": "the ωB97M-V functional and the def2-TZVPD basis",
  "elements": ["C", "C", "C", "C", "N", "C", "C", "O", "C", "C", "H", "H", "H", "H", "H", "H", "H", "H", "H", "H", "H", "H", "H", "H", "H", "O", "C", "Co", "C", "O", "C", "O", "C", "C", "C", "C", "C", "C", "C", "C", "C", "Co", "C", "O", "C", "O", "C", "O", "H", "H", "H", "H", "H", "H", "H"],
  "positions_angstrom": [[-2.55406, 0.07282, -0.17339], [-1.65236, -0.22543, 0.97154], [-1.88763, -1.46257, 1.79434], [-0.45153, 0.46952, 1.01158], [0.78445, -0.12014, 1.17678], [1.86767, 0.84364, 1.52106], [3.17288, 0.12085, 1.76769], [3.46837, -0.77115, 0.68002], [2.49017, -1.80452, 0.55770], [1.10948, -1.23115, 0.25652], [-3.57066, -0.30212, -0.03081], [-2.59218, 1.15512, -0.36017], [-2.17075, -0.39641, -1.10094], [-2.80119, -1.33848, 2.39558], [-2.04717, -2.33840, 1.14647], [-1.05708, -1.68357, 2.48275], [-0.44737, 1.56863, 0.91593], [2.00785, 1.54716, 0.68531], [1.54918, 1.40145, 2.40646], [4.00412, 0.83895, 1.76886], [3.13162, -0.42488, 2.72780], [2.82723, -2.40271, -0.30524], [2.42878, -2.40747, 1.48833], [0.34863, -2.01749, 0.35716], [1.09542, -0.86436, -0.79245], [-4.68236, 0.53981, 1.50935], [-4.93066, 1.28295, 2.37103], [-5.36847, 2.33340, 3.67187], [-6.43240, 1.15104, 4.45473], [-7.23207, 0.44948, 4.90173], [-3.79694, 2.45639, 4.49788], [-2.80666, 2.42927, 5.09310], [-6.13366, 3.75327, 2.43102], [-7.42710, 3.46860, 1.84506], [-7.57982, 2.54868, 0.78333], [-8.85839, 2.21266, 0.34520], [-9.99005, 2.78050, 0.94589], [-9.84075, 3.69831, 1.99220], [-8.56646, 4.07308, 2.41327], [-5.60633, 4.65916, 3.39234], [-5.66729, 4.94224, 4.70107], [-4.66036, 4.66884, 1.92648], [-4.33457, 3.68667, 0.49040], [-4.22774, 3.02958, -0.46417], [-3.08367, 4.77028, 2.67923], [-2.03575, 4.87349, 3.15848], [-5.14265, 6.31816, 1.30508], [-5.67145, 7.33827, 1.16753], [-6.68812, 2.13026, 0.31342], [-8.95765, 1.50523, -0.47513], [-10.98555, 2.49532, 0.60212], [-10.71492, 4.13579, 2.47692], [-8.43501, 4.82933, 3.19032], [-4.95035, 5.61688, 5.16465], [-6.49857, 4.56248, 5.29884]],
  "forces_ev_per_angstrom": [[-0.846, 0.383, -0.258], [2.205, 0.380, 0.110], [0.338, -0.455, -0.447], [-1.923, -0.318, -0.134], [1.089, -0.150, 1.435], [-0.649, -0.811, -0.677], [0.161, -0.191, -0.368], [-0.294, -0.049, 0.553], [-0.081, 0.289, -0.011], [0.043, 0.817, -0.036], [0.329, 0.173, -0.136], [-0.105, -0.225, -0.062], [0.041, 0.115, 0.408], [0.170, 0.054, -0.242], [-0.024, -0.069, 0.198], [-0.213, 0.167, -0.262], [0.011, -0.385, -0.854], [-0.036, 0.046, 0.073], [0.098, -0.066, -0.115], [-0.220, -0.214, 0.215], [0.106, 0.026, -0.303], [-0.185, -0.030, 0.536], [0.267, 0.171, -0.375], [0.199, 0.228, -0.029], [-0.041, -0.118, 0.321], [-0.775, 1.180, 1.991], [0.267, -0.606, -1.960], [0.415, 0.605, 0.351], [-2.006, 0.123, 0.888], [0.885, 0.108, -0.362], [2.050, -0.445, 1.265], [-1.265, 0.144, -0.821], [-0.758, -1.123, 1.320], [-0.583, 0.063, 0.176], [-0.361, 0.489, 0.305], [0.209, 0.281, 0.162], [0.017, -0.086, 0.145], [0.143, -0.007, -0.360], [-0.124, -0.362, -0.301], [-2.125, -1.643, 1.101], [-0.538, -0.548, 0.394], [3.711, 2.056, -3.944], [0.036, -0.881, -1.795], [-0.105, 0.981, 1.467], [1.542, 0.287, 0.384], [-0.894, -0.114, -0.270], [-1.031, 0.868, 0.207], [0.769, -0.966, -0.050], [-0.306, 0.015, 0.181], [-0.111, 0.103, 0.120], [0.242, 0.074, 0.112], [0.159, -0.100, -0.199], [-0.009, -0.330, -0.143], [-0.074, -0.126, 0.043], [0.182, 0.188, 0.054]],
  "mulliken_charge": [-1.189, 1.135, -1.587, -0.925, 0.372, -0.548, -0.648, -0.370, -0.661, -0.425, 0.378, 0.212, 0.290, 0.355, 0.342, 0.345, 0.339, 0.385, 0.421, 0.320, 0.313, 0.308, 0.323, 0.292, 0.276, -0.542, 0.314, -0.095, 0.214, -0.409, 0.151, -0.389, 2.307, 0.030, 0.018, -0.712, -0.429, -0.661, -0.444, -1.104, -0.626, 0.129, 0.284, -0.406, -0.116, -0.409, -0.003, -0.381, 0.314, 0.371, 0.342, 0.356, 0.331, 0.255, 0.253],
  "energy_ev": -115280.63310,
  "e_above_lowest_ev": 0.000,
  "gap_ev": 6.1,
  "max_force_ev_per_a": 5.79,
  "e_homo_ev": -3.56,
  "charge": -1
}



Record 2
{
  "formula": "C23H22FN2NbS",
  "method": "the ωB97M-V functional and the def2-TZVPD basis",
  "elements": ["C", "H", "H", "H", "C", "C", "H", "C", "C", "H", "H", "H", "C", "C", "C", "H", "C", "H", "C", "H", "C", "C", "C", "C", "H", "C", "H", "C", "H", "C", "C", "H", "C", "H", "C", "H", "C", "C", "H", "C", "H", "N", "N", "Nb", "H", "H", "H", "H", "F", "S"],
  "positions_angstrom": [[1.36828, -4.18430, 2.07300], [0.93711, -5.06524, 2.53949], [1.86710, -3.58830, 2.84504], [2.15031, -4.48852, 1.36896], [0.31067, -3.37290, 1.37519], [-1.08917, -3.52258, 1.28836], [-1.57056, -4.35013, 1.80791], [-1.86041, -2.60759, 0.56744], [-3.33357, -2.91179, 0.58086], [-3.93489, -2.08929, 0.99187], [-3.49242, -3.79397, 1.21786], [-3.71332, -3.15753, -0.42180], [-2.44490, -0.80507, -0.84235], [-2.68989, -1.11707, -2.19527], [-3.79175, -0.56614, -2.86782], [-3.99665, -0.84955, -3.90845], [-4.63413, 0.33715, -2.20802], [-5.50347, 0.76445, -2.72075], [-4.36560, 0.68720, -0.87774], [-5.03827, 1.37968, -0.35640], [-3.25669, 0.15557, -0.21610], [1.99517, -1.75445, 0.50159], [2.76626, -2.51402, -0.46267], [4.13677, -2.43432, -0.41193], [4.74658, -3.01990, -1.10034], [4.75643, -1.63911, 0.57617], [5.85253, -1.53798, 0.56092], [4.01199, -0.90778, 1.51752], [4.52082, -0.38874, 2.33685], [2.61601, -0.80958, 1.40013], [1.71205, -1.50245, -2.83395], [1.47816, -2.50199, -3.19639], [3.00202, -1.00343, -2.99406], [3.74612, -1.54231, -3.56707], [3.38582, 0.19027, -2.40652], [4.45215, 0.48130, -2.23349], [2.41764, 1.05638, -1.73302], [1.08164, 0.71814, -1.76573], [2.35519, 2.18778, -1.72471], [0.74835, -0.75766, -2.05808], [-0.32344, -1.08707, -2.13200], [-1.43723, -1.50453, -0.09884], [0.74303, -2.24770, 0.82658], [0.39568, -0.43718, -0.21303], [-3.07579, 0.43870, 0.82622], [-2.07231, -1.86709, -2.70202], [2.20469, -3.16526, -1.12955], [1.97622, -0.22944, 2.09760], [3.39172, 1.37352, 0.01395], [-0.61035, 1.50418, 0.24176]],
  "forces_ev_per_angstrom": [[-0.523, -0.464, -0.041], [0.073, -0.087, -0.009], [-0.240, 0.060, -0.104], [-0.208, -0.039, 0.022], [-0.180, 0.721, 0.149], [1.476, -0.172, 0.345], [0.132, 0.284, -0.305], [-0.640, -0.131, 0.202], [-0.386, -0.551, 0.154], [0.247, -0.146, -0.233], [-0.061, 0.368, -0.291], [0.108, 0.227, 0.244], [-1.293, 0.534, -1.005], [-0.186, -0.110, 0.504], [0.063, 0.268, 0.051], [0.151, 0.144, 0.530], [0.170, -0.242, 0.005], [0.412, -0.235, 0.220], [0.140, 0.106, -0.098], [0.411, -0.283, -0.220], [-0.438, -0.298, -0.054], [2.830, -1.521, 1.040], [0.133, 0.539, 1.388], [-0.075, 0.040, -0.167], [-0.091, 0.210, 0.151], [-0.211, 0.350, 0.174], [-0.599, -0.305, 0.315], [-0.037, 0.772, -0.264], [-0.164, 0.055, -0.589], [0.658, -1.617, 0.239], [-1.366, 1.205, 0.962], [-0.259, 0.251, -0.003], [0.793, 1.354, -0.085], [-0.067, -0.243, 0.189], [0.460, 0.078, 0.721], [-1.035, -0.181, -0.702], [-1.295, 3.450, -0.222], [0.727, -2.342, -0.050], [1.720, -1.134, 0.156], [1.121, -0.134, -6.650], [0.487, 0.325, -0.346], [0.483, 0.376, 0.114], [-0.550, 2.945, -1.472], [-3.779, -3.801, 7.548], [-0.078, -0.228, -0.263], [-0.252, 0.130, 0.136], [0.335, -0.133, 0.318], [0.607, -0.398, -0.257], [-1.167, -0.968, -1.109], [1.442, 0.974, -1.337]],
  "mulliken_charge": [-1.231, 0.396, 0.334, 0.306, 0.437, -1.147, 0.376, 1.688, -1.358, 0.335, 0.374, 0.328, -0.274, 0.021, -0.879, 0.425, -0.485, 0.434, -0.788, 0.441, -0.311, 0.622, -0.582, -1.108, 0.551, -0.374, 0.472, -0.834, 0.504, -0.092, -0.001, 0.520, -0.285, 0.512, -0.532, 0.465, 0.238, -0.401, 0.313, 1.730, -1.049, -0.038, -0.005, -0.204, 0.617, 0.507, 0.977, 0.622, -0.591, 0.026],
  "energy_ev": -42266.85271,
  "gap_ev": [4.8, 4.8],
  "max_force_ev_per_a": 9.26,
  "e_homo_ev": [-14.91, -14.91],
  "charge": 2
}



Record 3
{
  "formula": "C23H22N2O3",
  "method": "the ωB97M-V functional and the def2-TZVPD basis",
  "elements": ["C", "O", "C", "O", "C", "C", "N", "C", "C", "C", "C", "O", "C", "C", "C", "N", "C", "C", "C", "C", "C", "C", "C", "C", "C", "C", "C", "C", "H", "H", "H", "H", "H", "H", "H", "H", "H", "H", "H", "H", "H", "H", "H", "H", "H", "H", "H", "H", "H", "H"],
  "positions_angstrom": [[1.19343, -2.79393, 3.49800], [1.04910, -1.80764, 2.48772], [-0.17738, -1.39892, 2.11590], [-1.24137, -1.76149, 2.62301], [-0.14138, -0.39344, 0.95423], [-1.10758, 0.77904, 1.22447], [-0.75940, 1.89141, 0.34851], [-1.61580, 3.04749, 0.60646], [-1.21041, 4.28265, -0.19566], [-2.18448, 5.23122, -0.52416], [-1.84773, 6.37002, -1.24964], [-2.81616, 7.28059, -1.56040], [-0.53220, 6.58038, -1.65616], [0.45737, 5.64565, -1.33115], [1.83764, 5.85934, -1.74916], [2.93247, 6.02971, -2.08230], [0.11457, 4.50265, -0.60027], [-0.37756, -1.07049, -0.42931], [0.65064, -2.14418, -0.80144], [1.85419, -1.73709, -1.37994], [2.82653, -2.65933, -1.74152], [2.62179, -4.01774, -1.53210], [1.42122, -4.48135, -0.94247], [1.21033, -5.86540, -0.71968], [0.03218, -6.31513, -0.13272], [-0.95298, -5.41228, 0.24465], [-0.77974, -4.04690, 0.03684], [0.40957, -3.53957, -0.56397], [2.25024, -3.00284, 3.66376], [0.75964, -2.45866, 4.44147], [0.70619, -3.72593, 3.20576], [0.86816, 0.01849, 0.95436], [-2.14162, 0.46043, 1.06635], [-1.02372, 1.10144, 2.26671], [-0.88519, 1.60675, -0.61475], [-2.67419, 2.83056, 0.44289], [-1.52170, 3.32935, 1.65796], [-3.21181, 5.09601, -0.22080], [-2.47453, 8.02699, -2.05536], [-0.27859, 7.46680, -2.21979], [0.87369, 3.77764, -0.33385], [-1.39610, -1.44604, -0.52494], [-0.32510, -0.31226, -1.21131], [2.04283, -0.68659, -1.54942], [3.74870, -2.31582, -2.18779], [3.38374, -4.72885, -1.81600], [1.97459, -6.57226, -1.00842], [-0.11826, -7.37223, 0.03373], [-1.86170, -5.77170, 0.70610], [-1.56215, -3.37654, 0.35556]],
  "forces_ev_per_angstrom": [[-0.476, -0.547, 0.565], [-0.094, 0.476, -0.535], [-1.913, -0.410, 0.284], [2.112, 0.315, -0.567], [0.314, -0.257, 0.321], [0.292, -0.471, -0.341], [-0.182, 0.457, 0.322], [0.564, 0.471, -0.208], [0.004, 0.203, -0.415], [0.265, -0.042, -0.057], [0.555, 0.327, -0.231], [-0.450, -0.531, 0.395], [0.225, -0.254, 0.096], [-0.259, -0.075, 0.124], [0.255, 0.063, -0.088], [-0.955, -0.147, 0.287], [-0.115, -0.150, 0.126], [0.286, -0.243, 0.006], [0.290, 0.418, -0.075], [-1.423, -0.182, 0.674], [0.302, -1.552, 0.033], [0.027, 1.135, -0.092], [-0.060, 0.092, 0.019], [-1.075, -0.114, 0.508], [1.427, -0.091, -0.644], [-0.213, 1.530, -0.034], [0.163, -0.847, 0.021], [0.123, 0.010, -0.014], [-0.028, 0.340, -0.344], [-0.082, 0.061, -0.098], [-0.086, 0.099, -0.074], [0.061, 0.049, -0.130], [-0.153, -0.184, 0.133], [0.070, 0.003, -0.116], [0.018, 0.044, -0.081], [-0.190, 0.043, -0.103], [0.048, -0.209, 0.126], [-0.130, -0.046, 0.007], [0.296, 0.003, -0.068], [0.059, 0.062, -0.061], [-0.045, 0.027, -0.059], [-0.053, -0.176, 0.344], [0.202, 0.205, 0.100], [-0.107, 0.143, 0.002], [0.065, -0.015, -0.035], [0.037, -0.095, -0.016], [0.088, -0.019, -0.043], [0.035, -0.073, -0.011], [-0.064, 0.038, 0.025], [-0.030, 0.118, 0.022]],
  "mulliken_charge": [-0.661, -0.298, -0.104, -0.637, 1.569, -1.424, -0.044, -1.049, 0.809, -0.830, 0.901, -0.535, -0.794, 0.124, -0.039, -0.489, -0.571, -1.480, 0.604, -0.498, -0.841, -0.893, 0.735, -0.763, -0.509, -0.902, -0.517, 0.743, 0.249, 0.298, 0.272, 0.290, 0.394, 0.535, 0.233, 0.406, 0.430, 0.420, 0.293, 0.344, 0.508, 0.411, 0.590, 0.472, 0.389, 0.399, 0.383, 0.400, 0.410, 0.266],
  "energy_ev": -33330.89359,
  "e_above_lowest_ev": 2.176,
  "gap_ev": 8.4,
  "max_force_ev_per_a": 2.21,
  "e_homo_ev": -8.09,
  "smiles": "COC(=O)[C@H](CNCc1cc(O)cc(C#N)c1)Cc1cccc2ccccc12"
}